Record 1
Below is an isolated ion of composition C6H9ClN5 and charge +1 at a distorted geometry, with properties calculated with ωB97M-V/def2-TZVPD.

Output
- frontier orbital gap (alpha / beta) (eV) = 6.0 / 6.8
- net charge = +1
- calculated total energy (a.u.) = -967.5850
- energy above the lowest of the compared OMol25 structures with the same formula, charge and spin (kcal per mole) = 0.00
- HOMO energy (alpha / beta) (Eh) = -0.360 / -0.484
- spin multiplicity = 3

Element x y z (Å)
C: -3.0248 -0.4256 2.2500
C: -2.2490 -0.6139 1.1739
C: -2.3030 1.7821 2.4560
C: -1.5159 1.8012 1.2390
C: 0.7479 -0.1478 -0.3072
C: 1.5095 -0.2188 -1.5745
N: -3.0379 0.8197 2.8928
N: -1.0173 2.8369 0.7041
N: -1.2830 0.3717 0.7156
N: 1.2815 -0.3105 0.9118
N: -0.5404 0.2118 -0.4077
Cl: -2.5226 3.1157 3.4242
H: -3.6909 -1.1311 2.5082
H: -2.2341 -1.6547 0.8185
H: 1.4635 0.8140 -1.7838
H: 0.9752 -0.7507 -2.3369
H: 2.4770 -0.5793 -1.4740
H: -0.5346 2.7042 -0.1888
H: 2.3020 -0.3747 1.0172
H: 0.7712 -0.0390 1.8206
H: -0.7902 0.5120 -1.3528

---

Record 2
Below is a 2-piece molecular cluster, C3H9O3 overall at a distorted geometry, with properties calculated with ωB97M-V/def2-TZVPD.

Output
- frontier orbital gap (eV) = 6.6
- net charge = -1
- calculated total energy (a.u.) = -345.3821
- energy above the lowest of the compared OMol25 structures with the same formula, charge and spin (kcal per mole) = 32.35
- HOMO energy (Eh) = -0.112
- spin multiplicity = 1

Element x y z (Å)
C: -0.2686 -0.4245 0.5274
O: -0.6819 -1.5030 -0.3393
C: 0.7325 0.6242 -0.0421
C: 1.7118 1.2338 0.8522
O: 1.9597 2.6149 0.5714
H: -1.0285 0.2353 0.9204
H: 0.1831 -0.8847 1.4506
H: 0.0485 1.4790 -0.5370
H: 1.2253 -0.0654 -0.8654
H: 1.5328 1.3709 1.9611
H: 2.5772 0.5406 0.7733
H: 2.2079 2.7905 -0.3182
H: -3.5156 -1.5605 -1.2577
H: -2.1388 -2.1119 -1.0961
O: -3.0460 -2.4113 -1.3640

---

Record 3
Below is a 36-piece molecular cluster, C18H108O36 overall at a distorted geometry, with properties calculated with ωB97M-V/def2-TZVPD.

Output
- frontier orbital gap (eV) = 7.7
- net charge = 0
- calculated total energy (a.u.) = -3459.1394
- HOMO energy (Eh) = -0.317
- spin multiplicity = 1

Element x y z (Å)
O: -10.6181 -2.0383 -17.3390
H: -10.5395 -1.1810 -17.7574
H: -9.9180 -2.0519 -16.6864
O: -7.1672 6.9593 -12.3505
H: -7.6542 6.1502 -12.1938
H: -7.4268 7.5382 -11.6338
O: -12.2450 -1.6887 -11.3590
H: -13.1696 -1.4844 -11.4986
H: -11.8493 -1.6159 -12.2275
O: -4.5800 -5.0388 -11.1214
H: -5.4119 -5.2474 -11.5465
H: -4.6017 -4.0889 -11.0047
O: -5.0932 3.4226 -8.3059
H: -5.0369 2.7589 -8.9934
H: -4.2338 3.8439 -8.3080
O: -10.2803 0.3846 -18.3930
H: -9.6906 1.0453 -18.0298
H: -10.4306 0.6671 -19.2952
O: -7.0459 4.9402 -9.7528
H: -6.9444 4.8336 -10.6986
H: -6.3623 4.3874 -9.3742
O: -11.0150 -1.9581 -13.6870
H: -10.9247 -1.7286 -14.6119
H: -10.1427 -1.8181 -13.3187
O: -11.8572 2.1030 -16.8305
H: -11.6514 1.5187 -17.5602
H: -12.8118 2.1724 -16.8405
O: -10.2328 7.3004 -16.6728
H: -10.5528 6.4259 -16.4513
H: -9.3645 7.3467 -16.2725
O: -2.8464 2.1541 -11.7188
H: -2.7826 3.1026 -11.8304
H: -3.3771 2.0403 -10.9304
O: -6.0640 -2.8271 -16.5094
H: -5.3234 -3.2154 -16.0437
H: -5.9189 -3.0589 -17.4267
O: -5.6368 -2.4549 -11.5752
H: -5.1830 -1.8149 -12.1235
H: -5.7774 -2.0019 -10.7438
O: -8.5596 4.5000 -15.5526
H: -8.3048 5.4196 -15.6272
H: -9.5167 4.5159 -15.5457
O: -11.3608 -4.5879 -12.9335
H: -11.4956 -3.6412 -12.9764
H: -10.7264 -4.7716 -13.6264
O: -9.6070 -4.6766 -14.8840
H: -8.6950 -4.9426 -15.0017
H: -9.6072 -3.7358 -15.0604
O: -7.9224 -3.5904 -10.0578
H: -7.8756 -4.5391 -10.1764
H: -7.0201 -3.3263 -9.8778
O: -8.5389 4.3494 -12.5433
H: -8.5957 4.3144 -13.4982
H: -9.2497 3.7847 -12.2397
O: -3.0590 -0.5096 -15.2818
H: -2.5506 0.2906 -15.4140
H: -2.4680 -1.2155 -15.5437
O: -8.4904 -1.9139 -12.2993
H: -8.2364 -2.2688 -11.4474
H: -7.7524 -1.3626 -12.5594
O: -4.1897 -3.9211 -15.0156
H: -3.2382 -3.8743 -15.1090
H: -4.3570 -3.6358 -14.1174
O: -6.8269 -5.5565 -14.6609
H: -5.9425 -5.2089 -14.7756
H: -6.9210 -5.6655 -13.7146
O: -4.6691 1.2680 -9.9048
H: -5.2463 0.8475 -10.5422
H: -4.6711 0.6765 -9.1523
O: -8.4965 -2.1091 -15.6056
H: -7.6629 -2.4311 -15.9486
H: -8.2504 -1.4477 -14.9588
O: -4.6033 3.2127 -19.3325
H: -4.3784 3.4066 -18.4226
H: -4.1921 2.3659 -19.5061
O: -4.4000 -0.3791 -12.9784
H: -3.8741 -0.3172 -13.7758
H: -4.0647 0.3183 -12.4150
O: -11.3190 4.6739 -15.7855
H: -11.4121 3.8479 -16.2602
H: -12.2179 4.9583 -15.6201
C: -11.2858 7.0482 -13.1133
C: -10.3563 8.1968 -12.5959
O: -11.0544 9.3853 -13.0309
H: -10.8012 6.1000 -12.8807
H: -11.4066 7.1092 -14.1949
H: -12.2919 7.1322 -12.7026
H: -9.3560 8.1512 -13.0265
H: -10.4194 8.1004 -11.5120
H: -11.6070 9.2014 -13.7941
C: -9.5094 4.5140 -18.8582
C: -8.5092 3.3274 -18.7489
O: -8.9107 2.5522 -17.6283
H: -10.4456 4.0646 -19.1891
H: -9.1360 5.3483 -19.4520
H: -9.6439 4.8716 -17.8373
H: -7.5023 3.6898 -18.5416
H: -8.4492 2.7001 -19.6383
H: -8.8837 3.1255 -16.8588
C: -8.4526 1.6077 -8.6712
C: -8.3432 0.5435 -9.7416
O: -7.0794 -0.1757 -9.5166
H: -7.6184 2.3083 -8.7073
H: -8.6572 1.1951 -7.6833
H: -9.2658 2.2765 -8.9531
H: -8.2990 1.1020 -10.6766
H: -9.1998 -0.1282 -9.7975
H: -7.2243 -0.6595 -8.7002
C: -6.1484 0.0188 -19.5099
C: -4.7402 -0.5429 -19.1514
O: -3.8152 0.5011 -19.3121
H: -6.7924 -0.7969 -19.1811
H: -6.3584 0.0952 -20.5767
H: -6.3326 0.9115 -18.9122
H: -4.4178 -1.3751 -19.7774
H: -4.7152 -0.9108 -18.1257
H: -2.9800 0.0437 -19.4342
C: -14.9247 -0.6266 -14.8429
C: -15.3994 -1.6867 -13.8000
O: -14.9002 -1.5038 -12.4126
H: -13.8402 -0.5218 -14.8734
H: -15.3508 0.3751 -14.7867
H: -15.1441 -1.1051 -15.7974
H: -15.2125 -2.7223 -14.0839
H: -16.4819 -1.6206 -13.9087
H: -15.4287 -2.0535 -11.8293
C: -4.7612 4.2626 -14.2890
C: -4.8428 3.4900 -15.6269
O: -4.0840 4.0104 -16.7023
H: -3.7477 4.1021 -13.9214
H: -5.3883 3.9008 -13.4742
H: -4.9544 5.3260 -14.4306
H: -5.8893 3.5314 -15.9289
H: -4.5132 2.4699 -15.4298
H: -4.2082 4.9530 -16.8356
C: -8.8670 1.0327 -14.5331
C: -7.4827 0.9832 -13.9840
O: -6.9917 -0.3312 -13.8613
H: -9.5620 0.5425 -13.8513
H: -8.9734 0.6804 -15.5591
H: -9.1680 2.0699 -14.6801
H: -7.4805 1.3251 -12.9490
H: -6.7361 1.5190 -14.5704
H: -6.0330 -0.3363 -13.9120
C: -1.1810 -2.1158 -12.4311
C: -0.0471 -1.5515 -13.1805
O: 0.5411 -2.7354 -13.6896
H: -1.8663 -2.7431 -13.0012
H: -1.7975 -1.3342 -11.9870
H: -0.7566 -2.6338 -11.5711
H: 0.5864 -0.8882 -12.5916
H: -0.4064 -0.8916 -13.9702
H: 0.9356 -2.5359 -14.5418
C: -10.9068 1.6574 -11.4931
C: -11.8144 2.0081 -12.6545
O: -11.9786 3.3728 -12.7178
H: -10.0561 2.3383 -11.4670
H: -10.5358 0.6366 -11.5845
H: -11.3660 1.7809 -10.5122
H: -12.7660 1.4991 -12.5015
H: -11.3497 1.7477 -13.6056
H: -12.3262 3.5565 -13.5936

---

Record 4
Below is a 2-piece molecular cluster, C4H14NO2 overall at a distorted geometry, with properties calculated with ωB97M-V/def2-TZVPD.

Output
- frontier orbital gap (eV) = 11.1
- net charge = +1
- calculated total energy (a.u.) = -365.7038
- energy above the lowest of the compared OMol25 structures with the same formula, charge and spin (kcal per mole) = 79.62
- HOMO energy (Eh) = -0.513
- spin multiplicity = 1

Element x y z (Å)
C: 2.1248 0.0317 -0.4182
C: 0.5411 0.1779 -0.6909
C: -0.1186 -1.2491 -0.9325
C: -1.6379 -1.1310 -1.4406
O: -2.5913 -0.7930 -0.4727
N: -0.4647 0.6479 0.5468
H: 2.5831 0.9774 -0.2632
H: 1.9118 -0.6715 0.5349
H: 2.5285 -0.7235 -1.0670
H: 0.2530 0.8691 -1.5325
H: -0.0950 -2.0356 -0.1129
H: 0.3785 -1.9588 -1.6797
H: -1.8825 -1.9273 -2.0870
H: -1.9293 -0.1376 -2.0680
H: -3.5070 -0.8896 -0.7074
H: -0.9647 1.4955 0.3943
H: 0.1994 0.8026 1.2693
H: -1.0446 -0.1166 0.7271
H: 2.2856 1.1495 2.2883
H: 2.6028 2.2348 3.2836
O: 1.9010 1.9705 2.7335

---

Record 5
Below is a 3-piece molecular cluster, C6H6 overall, with properties calculated with ωB97M-V/def2-TZVPD.

Output
- SMILES = C#C.C#C.C#C
- frontier orbital gap (eV) = 11.3
- net charge = 0
- calculated total energy (a.u.) = -231.9454
- energy above the lowest of the compared OMol25 structures with the same formula, charge and spin (kcal per mole) = 176.31
- HOMO energy (Eh) = -0.367
- spin multiplicity = 1

Element x y z (Å)
C: -1.0528 1.2949 -1.0345
C: -0.0607 1.2690 -1.7074
H: -1.9883 1.4374 -0.5607
H: 0.7059 1.4032 -2.4302
C: 1.8180 -0.4782 -0.5784
C: 1.7407 -1.1591 0.4056
H: 2.0507 0.0549 -1.4627
H: 1.8813 -1.8245 1.2215
C: -0.7645 -0.8206 1.6114
C: -1.6778 -0.1064 1.3053
H: -0.0648 -1.5045 2.0146
H: -2.5877 0.4340 1.2156